Arrangement w

{
  "formula": "ClH2NO2Si",
  "method": "ωB97M-V/def2-TZVPD",
  "total_charge": 0,
  "homo_lumo_gap_ha": 0.358,
  "species": ["O", "Si", "H", "H", "O", "N", "Cl"],
  "coordinates": [[0.69, -1.76, -0.51], [0.13, -0.57, 0.23], [-0.25, -0.70, 1.56], [0.08, 0.73, -0.23], [4.21, 1.66, 0.45], [4.51, 0.67, 0.99], [5.22, -0.54, -0.07]]
}



Arrangement x

{
  "formula": "ClH2NO2Si",
  "method": "ωB97M-V/def2-TZVPD",
  "total_charge": 0,
  "homo_lumo_gap_ha": [0.258, 0.280],
  "species": ["N", "O", "O", "Si", "Cl", "H", "H"],
  "coordinates": [[0.39, -1.14, -0.17], [1.05, -1.54, 0.86], [0.31, -1.61, -1.28], [-0.07, 0.52, 0.36], [1.02, 1.78, -0.65], [-2.46, 1.19, -0.90], [-0.23, 0.81, 1.78]]
}



Stability ranking, top entry: arrangement w; the second entry is 204.0 kJ/mol less favorable.



Arrangement w

{
  "formula": "C7H7FN2O",
  "method": "ωB97M-V/def2-TZVPD",
  "total_charge": 0,
  "homo_lumo_gap_ha": 0.353,
  "species": ["C", "C", "N", "C", "C", "C", "N", "C", "H", "H", "H", "H", "H", "H", "O", "C", "F", "H"],
  "coordinates": [[-0.68, -1.17, 0.71], [-0.49, -0.07, 0.06], [-0.12, 0.58, -1.11], [-0.07, 1.89, -1.39], [0.41, 2.06, -2.65], [0.72, 0.73, -3.08], [0.43, -0.16, -2.17], [-1.17, 0.09, 1.42], [-0.72, -2.27, 0.81], [-0.38, 2.77, -0.82], [0.54, 3.04, -3.21], [1.17, 0.45, -4.09], [-2.19, 0.48, 1.46], [-0.60, 0.43, 2.16], [1.14, -1.08, 3.19], [0.84, -2.21, 2.94], [-0.26, -2.81, 3.50], [1.43, -2.76, 2.27]]
}



Arrangement x

{
  "formula": "C7H7FN2O",
  "method": "ωB97M-V/def2-TZVPD",
  "total_charge": 0,
  "homo_lumo_gap_ha": 0.326,
  "species": ["C", "C", "C", "C", "C", "C", "C", "N", "N", "O", "F", "H", "H", "H", "H", "H", "H", "H"],
  "coordinates": [[1.13, 1.84, -1.24], [-0.76, 1.61, 0.17], [-1.96, -0.32, -0.73], [0.53, 1.80, 0.04], [-1.77, 1.17, -0.95], [0.31, -1.07, -0.29], [2.31, -1.57, 0.66], [1.61, 1.84, -2.29], [-0.95, -1.01, -0.35], [0.90, -1.22, 0.89], [1.31, 2.07, 1.04], [-1.21, 1.68, 1.19], [-2.75, -0.78, -1.27], [-2.61, 1.98, -0.95], [-1.25, 1.12, -1.95], [2.50, -2.64, 0.68], [2.94, -1.01, 1.49], [2.76, -1.09, -0.35]]
}



Stability ranking, top entry: arrangement w; the second entry is 86.6 kJ/mol less favorable.



Arrangement w

{
  "formula": "C3H2MgO2",
  "method": "ωB97M-V/def2-TZVPD",
  "total_charge": 1,
  "s2": 0.75,
  "homo_lumo_gap_ha": [0.269, 0.336],
  "multiplicity": 2,
  "species": ["H", "O", "O", "C", "C", "C", "H", "Mg"],
  "coordinates": [[-2.23, 1.07, 0.09], [-0.07, 1.19, -0.05], [1.64, -0.45, 0.08], [-1.30, 0.54, -0.11], [-0.86, -0.74, -0.09], [0.49, -0.17, 0.00], [-1.27, -1.72, 0.10], [3.60, 0.28, 0.00]]
}



Arrangement x

{
  "formula": "C3H2MgO2",
  "method": "ωB97M-V/def2-TZVPD",
  "total_charge": 1,
  "s2": 0.75,
  "homo_lumo_gap_ha": [0.269, 0.327],
  "multiplicity": 2,
  "species": ["H", "O", "O", "C", "C", "C", "H", "Mg"],
  "coordinates": [[-3.20, 0.90, 0.14], [-1.06, 1.10, -0.03], [0.70, -0.58, 0.12], [-2.26, 0.42, -0.13], [-1.79, -0.86, -0.12], [-0.45, -0.32, 0.02], [-2.20, -1.83, 0.14], [2.68, 0.12, 0.01]]
}



Stability ranking, top entry: arrangement w; the second entry is 22.5 kJ/mol less favorable.